(1)
Here is C22H31N11O2Ti as an isolated structure from OMol25. Energies are from ωB97M-V/def2-TZVPD.

Last column: Löwdin spin population.
Geometry (Å):
1 Ti 0.07298 -0.25755 -1.04842  0.763
2 N -2.59323 -2.53727 -1.11481  0.001
3 C -1.91210 -2.41395 -2.25334  0.004
4 N -2.43593 -2.84515 -3.38686  0.002
5 C -1.68344 -2.64725 -4.47845  0.011
6 N -2.20330 -3.01925 -5.64926  0.009
7 N -0.44234 -2.11667 -4.49973  0.029
8 C 0.00378 -1.75606 -3.31619  0.033
9 N -0.68420 -1.83412 -2.16728  0.008
10 C 1.37000 -1.20546 -3.19356  0.033
11 C 2.15738 -0.96647 -4.32310  0.013
12 C 3.47089 -0.60377 -4.14628  0.025
13 C 3.97790 -0.48530 -2.84709  0.017
14 C 3.12663 -0.66524 -1.78660  0.020
15 N 1.83039 -0.98991 -1.93886  0.032
16 H -3.51998 -2.92385 -1.14223  0.000
17 H -2.20309 -2.18707 -0.25252  0.001
18 H -3.12514 -3.41617 -5.67653  0.000
19 H -1.67245 -2.89093 -6.49138  0.000
20 H 1.71753 -1.10142 -5.30004  0.001
21 H 4.11168 -0.42333 -4.99854  0.001
22 H 5.01468 -0.23578 -2.67298  0.000
23 H 3.45805 -0.53622 -0.76348  0.001
24 N 1.15750 1.72968 -0.56339  0.009
25 C -0.02339 2.59652 -0.36284  0.005
26 C 0.25851 4.01372 0.08544  0.001
27 C 0.94835 4.10047 1.45474  0.000
28 C 0.24898 3.34377 2.59355  0.000
29 N 0.48987 1.89597 2.59439  0.000
30 C 1.62730 1.30026 2.92241  0.000
31 N 1.84257 0.06257 2.48979  0.001
32 N 2.56207 1.94981 3.63063  0.000
33 C -0.86014 2.43526 -1.64254  0.003
34 O -1.37516 3.37007 -2.20096  0.003
35 O -0.93797 1.17218 -1.98601  0.013
36 H 1.78367 1.73678 0.23258  0.001
37 H 1.68877 2.06485 -1.36390  0.000
38 H -0.64502 2.09933 0.38158  0.001
39 H -0.69584 4.54364 0.11749  0.000
40 H 0.85820 4.53407 -0.66497  0.000
41 H 1.00473 5.14991 1.74950  0.000
42 H 1.98796 3.76001 1.39341  0.000
43 H -0.83210 3.47388 2.54185  0.000
44 H 0.55164 3.75236 3.55919  0.000
45 H -0.18775 1.28093 2.15002  0.000
46 H 1.12657 -0.37046 1.87543  0.001
47 H 2.52080 -0.52157 2.94864  0.000
48 H 2.33917 2.79902 4.11744  0.000
49 H 3.44131 1.50963 3.83559  0.000
50 C -2.78264 0.72787 1.26058  0.000
51 C -2.27757 -0.44044 2.06610  -0.004
52 C -2.98605 -0.85790 3.18698  0.000
53 C -2.58306 -1.95764 3.92503  -0.004
54 C -1.47410 -2.67976 3.51484  0.000
55 C -0.73687 -2.30093 2.40098  -0.004
56 C 0.41283 -3.15869 1.94157  0.000
57 C -1.10513 -1.13721 1.68564  -0.003
58 N -0.34467 -0.71709 0.59942  -0.030
59 H -2.31720 1.67420 1.55942  0.000
60 H -3.85304 0.86080 1.41424  0.000
61 H -2.59559 0.59697 0.19501  0.001
62 H -3.88222 -0.31861 3.47216  0.000
63 H -3.15086 -2.27212 4.79042  0.000
64 H -1.18563 -3.57339 4.05693  0.000
65 H 0.19084 -4.21264 2.10727  0.000
66 H 1.33235 -2.94912 2.49895  0.000
67 H 0.62128 -3.00881 0.88292  0.000

Force components x, y, z for each atom (eV/Å):
0.1 0.5 0.9
0.0 0.0 0.0
0.0 0.0 0.1
0.1 0.0 -0.1
-0.1 -0.1 0.1
0.0 0.0 0.0
0.2 0.0 0.0
-0.4 -0.1 -0.1
-0.1 0.0 -0.4
0.4 0.0 -0.2
-0.1 -0.1 0.0
0.1 0.0 0.1
0.0 0.0 -0.2
-0.2 0.0 0.2
0.3 -0.2 -0.6
0.0 0.0 0.0
0.0 0.0 0.0
0.0 0.0 0.0
0.0 0.0 0.0
0.0 0.0 0.0
0.0 0.0 0.0
0.0 0.0 0.0
0.0 0.0 0.0
-0.1 -0.1 -0.1
0.0 0.0 0.0
0.0 0.0 0.0
0.0 0.0 0.0
0.0 0.0 0.0
-0.1 -0.1 -0.1
0.0 0.1 0.0
-0.1 -0.1 0.0
0.0 0.0 -0.1
0.0 -0.2 -0.1
0.0 0.1 0.0
-0.2 0.1 -0.2
0.0 0.0 0.1
0.0 0.1 0.0
0.0 0.0 0.1
0.0 0.0 0.0
0.0 0.0 0.0
0.0 0.0 0.0
0.0 0.0 0.0
0.0 0.0 0.0
0.0 0.0 0.0
0.0 0.1 0.0
0.2 0.0 -0.1
0.0 0.0 0.0
0.0 0.0 0.0
0.0 0.0 0.0
0.0 0.0 0.1
0.0 0.0 0.1
0.0 0.0 0.0
0.0 0.0 0.0
0.0 0.0 0.0
-0.1 0.0 0.0
0.1 0.0 0.0
0.0 -0.1 -0.2
-0.1 0.1 0.8
0.0 0.0 0.0
0.0 0.0 0.0
0.0 0.0 0.0
0.0 0.0 0.0
0.0 0.0 0.0
0.0 0.0 0.0
0.0 0.0 0.0
0.0 0.0 0.0
0.0 0.0 0.0

Summary:
2S+1: 2
ΔE to the lowest compared entry with this formula, charge and spin in eV: 1.155
Gap between HOMO and LUMO (alpha / beta) in eV: 5.909 / 6.683
Net charge: +1
HOMO (alpha / beta) in eV: -8.875 / -9.826

(2)
Here is an isolated ion of composition C22H31N2O5S and charge +1 from OMol25. Energies are from ωB97M-V/def2-TZVPD.

Last column: Löwdin charge in e.
Geometry (Å):
1 C 3.10756 4.14226 0.34152  -0.102
2 H 3.39600 3.61688 1.24838  0.064
3 H 3.50999 5.14967 0.39989  0.075
4 C 3.63565 3.44325 -0.90552  -0.249
5 C 3.03177 2.05254 -1.12040  -0.198
6 C 3.57221 1.03501 -0.11706  -0.112
7 H 4.62557 0.84400 -0.32710  0.137
8 H 3.50634 1.45416 0.88716  0.117
9 C 2.83000 -0.32494 -0.12172  -0.267
10 C 1.38652 -0.13108 0.22887  -0.215
11 C 0.97506 0.46080 1.36487  -0.283
12 S -0.74065 0.39664 1.55847  1.194
13 C -0.88260 -0.44875 0.06259  -0.444
14 N 0.32616 -0.63144 -0.52417  0.097
15 N -2.02843 -0.84610 -0.47508  0.104
16 H -1.97983 -1.12888 -1.45274  0.132
17 C -3.34046 -0.70833 0.01931  -0.242
18 C -4.36876 -0.66871 -0.91759  -0.007
19 C -5.68565 -0.55115 -0.52362  0.001
20 C -6.00882 -0.48356 0.83440  -0.264
21 C -4.96741 -0.55149 1.77056  0.024
22 C -3.65478 -0.66364 1.37558  -0.048
23 H -2.88840 -0.74545 2.12813  0.068
24 H -5.22453 -0.52084 2.81651  0.128
25 O -7.24194 -0.38673 1.34828  -0.032
26 C -8.37714 -0.26058 0.50306  -0.227
27 C -8.53861 1.15135 -0.04801  -0.058
28 H -7.69613 1.43032 -0.67653  0.068
29 H -8.60582 1.86152 0.77186  0.083
30 H -9.44985 1.20823 -0.63596  0.082
31 H -8.33850 -1.00071 -0.30419  0.119
32 H -9.22035 -0.50353 1.15392  0.128
33 H -6.45094 -0.51971 -1.28140  0.112
34 H -4.13455 -0.72191 -1.97107  0.121
35 H -0.13710 -3.13128 -1.18564  0.132
36 H 1.57436 0.90312 2.13147  0.098
37 C 3.48555 -1.10800 1.04781  -0.453
38 O 3.00633 -1.18660 2.14653  0.136
39 O 4.63452 -1.62467 0.66685  0.012
40 C 5.41764 -2.31178 1.65973  -0.182
41 C 6.25708 -1.33593 2.46743  -0.051
42 H 5.61544 -0.66806 3.03692  0.078
43 H 6.89162 -0.74685 1.81010  0.081
44 H 6.88491 -1.88929 3.15885  0.084
45 H 4.74322 -2.87173 2.31370  0.126
46 H 6.04555 -2.99784 1.08957  0.129
47 C 3.02355 -1.10017 -1.43217  -0.079
48 H 3.09527 -2.16798 -1.22050  0.132
49 H 3.95472 -0.79145 -1.90346  0.138
50 C 1.86412 -0.89466 -2.39358  -0.053
51 C 0.56384 -1.39465 -1.76606  -0.535
52 O 0.69415 -2.73604 -1.47929  0.106
53 O -0.52806 -1.15394 -2.61047  0.056
54 H -0.29851 -1.39922 -3.51616  0.140
55 H 2.03946 -1.47513 -3.30049  0.144
56 H 1.73327 0.15445 -2.65833  0.129
57 H 3.27233 1.72546 -2.13316  0.111
58 H 1.94486 2.12392 -1.02917  0.114
59 H 4.72204 3.35980 -0.84715  0.113
60 H 3.39911 4.05815 -1.77563  0.110
61 H 2.02206 4.21125 0.31110  0.075

Force components x, y, z for each atom (eV/Å):
0.1 -0.1 -0.2
0.0 0.0 0.2
0.0 0.1 0.1
-0.2 -0.1 0.0
0.3 0.1 0.1
-0.3 0.1 -0.3
0.0 0.0 0.1
0.0 0.0 0.1
0.5 -0.3 0.2
0.1 0.5 0.9
-0.3 -0.1 -0.6
0.2 -0.1 -0.4
0.0 0.2 0.1
-0.7 0.1 0.0
0.3 -0.3 -0.6
0.2 0.1 0.3
-0.7 0.1 0.3
0.3 0.1 0.2
-0.3 0.0 0.2
0.5 -0.1 0.0
-0.4 0.1 -0.1
0.1 0.0 -0.3
0.0 -0.1 0.1
0.0 0.0 0.1
0.1 0.0 0.3
-0.4 0.2 -0.3
0.2 -0.3 0.2
0.0 0.1 -0.1
0.0 0.1 0.0
-0.1 0.0 -0.1
0.0 0.0 0.1
0.1 0.0 -0.1
-0.1 0.0 0.0
0.0 0.0 -0.1
0.0 0.1 0.0
0.2 0.0 0.1
-0.6 0.2 -0.2
0.3 -0.1 0.3
0.3 0.0 -0.4
0.3 -0.2 0.5
-0.3 -0.1 -0.3
0.0 0.0 0.1
0.1 0.0 0.0
0.1 0.0 0.1
0.1 0.0 -0.2
-0.1 0.1 0.1
-0.1 0.0 -0.2
0.1 0.1 -0.1
0.0 0.0 0.0
-0.1 -0.2 0.3
0.3 0.1 -0.5
0.3 -0.3 0.0
-0.2 0.2 0.0
0.1 0.0 0.1
-0.1 0.0 0.0
-0.1 0.0 0.0
-0.1 -0.1 -0.1
-0.1 0.0 -0.1
0.1 0.0 -0.1
0.1 0.0 0.0
-0.1 0.0 0.0

Summary:
ΔE to the lowest compared entry with this formula, charge and spin in eV: 0.196
Gap between HOMO and LUMO in eV: 8.210
Net charge: +1
HOMO in eV: -10.717